1.
2 unconnected molecules or ions with the total composition C4H9NO2, computed with ωB97M-V/def2-TZVPD.

The geometry in XYZ format:
```
16
Properties=species:S:1:pos:R:3:mulliken_charge:R:1
N 1.184 0.480 0.547 -0.62
C 1.318 -0.863 0.560 0.31
O 2.322 -1.509 0.844 -0.67
C 0.052 -1.588 0.088 -0.36
C -1.058 -0.609 -0.269 -0.33
C -0.571 0.604 -0.969 -0.40
O -0.727 2.117 0.569 -0.67
H 2.103 0.910 0.646 0.14
H 0.036 1.510 0.882 0.52
H 0.338 -2.187 -0.784 0.24
H -0.269 -2.298 0.855 0.28
H -1.808 -1.054 -0.944 0.30
H -1.622 -0.282 0.612 0.27
H 0.313 0.551 -1.591 0.35
H -1.329 1.296 -1.314 0.30
H -0.281 2.923 0.270 0.32
```

- HOMO level (Ha) = -0.321
- LUMO energy (eV) = -0.910
- total energy (eV) = -9875.9893

***

2.
A molecular structure, C21H35As3OPd, computed with ωB97M-V/def2-TZVPD.

The geometry in XYZ format:
```
61
Properties=species:S:1:pos:R:3:mulliken_charge:R:1
Pd -0.109 0.222 0.198 -0.66
C 3.674 -1.319 0.434 -1.23
As 2.351 0.041 0.050 0.81
C 3.100 0.896 -1.509 -1.14
C 2.640 1.187 1.578 0.14
C 3.698 2.078 1.693 -0.42
C 3.812 2.886 2.818 -0.82
C 2.879 2.792 3.839 -0.81
C 1.836 1.878 3.748 -0.38
C 1.719 1.067 2.624 0.45
As 0.276 -0.234 2.495 0.76
C -0.888 0.111 3.975 -1.38
C 1.067 -1.933 2.931 -1.20
H 4.641 -0.825 0.343 0.40
H 3.615 -2.138 -0.281 0.43
H 3.556 -1.696 1.444 0.42
H 3.854 1.619 -1.206 0.38
H 2.331 1.388 -2.097 0.30
H 3.568 0.120 -2.112 0.49
H 4.441 2.154 0.909 0.44
H 4.629 3.592 2.893 0.44
H 2.960 3.427 4.711 0.44
H 1.125 1.807 4.560 0.40
H -0.295 0.027 4.884 0.52
H -1.665 -0.651 3.981 0.44
H -1.345 1.094 3.900 0.44
H 1.701 -1.801 3.807 0.39
H 1.647 -2.303 2.094 0.37
H 0.277 -2.649 3.154 0.45
C 0.245 4.670 -1.012 -1.41
C 0.770 3.377 -0.440 0.09
O 0.037 2.237 -0.975 -0.15
H 0.769 5.511 -0.558 0.42
H -0.820 4.784 -0.812 0.33
H 0.411 4.723 -2.090 0.40
H 0.634 3.329 0.639 0.14
H 1.832 3.251 -0.656 0.19
H -0.089 2.372 -1.921 0.15
C -3.260 1.972 0.209 -1.14
As -2.512 0.253 -0.228 1.02
C -3.056 -0.036 -2.052 -1.20
C -3.540 -1.005 0.852 -0.81
C -5.019 -0.739 0.771 0.38
C -5.783 -1.319 -0.236 -0.36
C -7.142 -1.051 -0.332 -0.65
C -7.746 -0.194 0.577 -0.49
C -6.992 0.381 1.590 -0.69
C -5.634 0.111 1.684 -0.21
H -4.341 1.951 0.079 0.48
H -2.822 2.721 -0.449 0.32
H -3.018 2.221 1.240 0.33
H -4.114 0.219 -2.103 0.42
H -2.901 -1.074 -2.337 0.38
H -2.489 0.606 -2.724 0.39
H -3.153 -0.897 1.865 0.22
H -3.286 -1.998 0.479 0.56
H -5.320 -2.008 -0.936 0.43
H -7.730 -1.520 -1.109 0.40
H -8.803 0.020 0.499 0.41
H -7.463 1.036 2.311 0.41
H -5.053 0.549 2.489 0.37
```

- total charge = +2
- HOMO level (Ha) = -0.503
- LUMO energy (eV) = -7.821
- total energy (eV) = -210373.6067

***

3.
A molecular structure, C13H13BrF6N3OSbTeZr, computed with ωB97M-V/def2-TZVPD.

The geometry in XYZ format:
```
40
Properties=species:S:1:pos:R:3:lowdin_spin:R:1
Zr 2.035 -0.869 -2.561 0.00
Br 0.343 -1.313 -4.989 0.10
C -1.467 3.153 -1.081 0.00
C -1.316 2.301 0.147 0.00
C -0.064 1.871 0.580 0.00
C 0.069 1.076 1.709 0.00
C -1.062 0.664 2.403 0.00
N -0.965 -0.252 3.481 0.00
C -0.187 -1.363 3.594 0.00
O 0.105 -1.849 4.668 0.00
N 0.262 -1.972 2.428 0.00
C -0.233 -1.881 1.133 0.00
C -1.583 -1.697 0.851 0.00
C -1.971 -1.467 -0.460 0.00
C -1.016 -1.436 -1.457 0.01
N 0.278 -1.693 -1.207 0.01
C 0.645 -1.935 0.058 0.00
C -2.318 1.109 2.000 0.00
C -2.438 1.927 0.892 0.00
H -0.505 3.347 -1.550 0.00
H -1.932 4.108 -0.836 0.00
H -2.110 2.664 -1.815 0.00
H 0.819 2.167 0.026 0.00
H 1.047 0.762 2.049 0.00
H -1.299 0.044 4.389 0.00
H 0.961 -2.673 2.626 0.00
H -2.313 -1.711 1.648 0.00
H -3.008 -1.287 -0.703 0.00
H -1.278 -1.183 -2.476 0.00
H 1.698 -2.116 0.229 0.00
H -3.196 0.790 2.548 0.00
H -3.420 2.269 0.589 0.00
F 0.900 0.685 -2.499 0.00
Sb 4.952 0.713 -1.867 0.00
F 5.141 2.442 -1.171 0.00
F 3.341 0.322 -0.832 0.00
F 3.567 1.171 -3.106 0.00
F 3.009 -2.107 -1.409 0.00
F 3.399 -1.229 -3.869 0.01
Te 1.111 -3.552 -4.162 0.87
```

- total charge = +1
- HOMO level (spin up / spin down) (Ha) = -0.409 / -0.409
- ⟨S²⟩ = 0.75
- LUMO energy (spin up / spin down) (eV) = -5.010 / -6.314
- total energy (eV) = -121671.3628
- multiplicity = 2

***

4.
11 unconnected molecules or ions with the total composition C51H62N4O29, computed with ωB97M-V/def2-TZVPD.

The geometry in XYZ format:
```
146
Properties=species:S:1:pos:R:3:mulliken_charge:R:1
C 5.673 10.655 -32.999 -0.86
C 6.268 9.891 -31.843 1.96
C 6.056 8.421 -32.009 -0.57
O 6.661 7.725 -30.904 0.63
C 7.080 6.406 -31.164 -0.06
N 7.722 10.144 -31.729 1.79
H 8.165 9.478 -31.057 -0.16
H 8.226 10.027 -32.614 -0.15
H 7.809 11.125 -31.347 0.23
H 5.831 10.163 -33.962 0.38
H 6.143 11.642 -33.118 0.09
H 4.619 10.886 -32.850 -0.42
H 5.955 10.275 -30.872 -0.83
H 6.714 8.027 -32.796 -0.14
H 5.000 8.166 -32.093 0.25
H 6.418 5.797 -31.789 -0.34
H 7.224 5.990 -30.172 0.21
H 8.010 6.402 -31.755 0.01
C 7.101 15.275 -30.963 -1.56
C 6.763 13.835 -31.279 2.00
O 7.778 12.953 -30.963 -1.39
H 7.242 15.504 -29.903 0.29
H 6.430 16.007 -31.425 0.16
H 8.076 15.499 -31.421 0.37
H 6.533 13.855 -32.367 0.16
H 5.864 13.472 -30.746 -1.48
C 10.104 8.218 -29.320 -0.13
O 9.550 8.402 -30.365 -0.55
N 10.696 7.080 -28.938 0.14
C 11.021 6.902 -27.545 -1.01
C 10.704 5.897 -29.755 -0.86
H 10.111 8.963 -28.516 0.36
H 12.106 6.799 -27.373 0.34
H 10.697 5.973 -27.055 0.35
H 10.621 7.713 -26.945 0.35
H 9.934 5.168 -29.493 0.27
H 10.598 6.073 -30.822 0.10
H 11.700 5.468 -29.615 0.44
C 0.714 8.600 -34.177 0.65
O -0.082 7.779 -34.593 -0.66
N 0.410 9.687 -33.464 0.25
C 1.373 10.417 -32.730 -0.38
C -0.970 10.133 -33.340 -1.06
H 1.805 8.440 -34.238 -0.13
H 2.375 10.063 -32.972 -0.42
H 1.181 10.415 -31.662 0.37
H 1.421 11.468 -33.037 0.32
H -1.001 11.215 -33.293 0.32
H -1.547 9.757 -34.183 0.35
H -1.412 9.648 -32.461 0.33
C 9.620 7.910 -34.512 -0.19
O 8.655 8.661 -34.228 -0.62
N 10.292 7.924 -35.705 0.50
C 11.422 7.049 -35.919 -1.00
C 9.691 8.558 -36.848 -1.00
H 10.099 7.187 -33.819 0.24
H 12.009 6.951 -35.004 0.33
H 12.109 7.423 -36.677 0.31
H 11.137 6.028 -36.207 0.32
H 8.962 9.319 -36.609 0.22
H 10.509 9.057 -37.379 0.37
H 9.274 7.831 -37.548 0.32
C 6.671 5.882 -35.697 -1.13
C 5.908 6.830 -36.257 0.43
C 4.568 7.246 -35.735 1.14
O 3.981 8.101 -36.203 -0.59
C 4.093 6.407 -34.669 -0.73
C 4.845 5.494 -34.063 0.08
C 6.189 5.048 -34.590 0.80
O 6.732 4.056 -34.189 -0.64
O 4.455 4.810 -32.996 -0.67
O 6.393 7.591 -37.230 -0.54
H 7.655 5.601 -36.053 0.42
H 3.183 6.568 -34.092 0.45
H 5.145 4.156 -32.753 0.49
H 5.720 8.274 -37.435 0.35
C 6.189 11.397 -25.413 -0.80
C 6.124 12.715 -25.237 0.61
C 6.437 13.760 -26.289 0.11
O 6.539 14.889 -25.988 -0.57
C 6.704 13.151 -27.583 -0.12
C 6.735 11.824 -27.781 0.57
C 6.403 10.791 -26.738 0.18
O 6.172 9.647 -26.973 -0.29
O 6.969 11.318 -28.976 -0.04
O 5.706 13.173 -24.008 -0.55
H 5.948 10.726 -24.598 0.50
H 6.780 13.745 -28.492 -0.02
H 7.257 12.016 -29.639 -0.11
H 5.140 13.947 -24.201 0.37
C 5.247 4.615 -27.766 -0.40
C 5.158 5.874 -28.189 0.08
C 4.036 6.258 -29.083 0.63
O 3.933 7.324 -29.592 -0.09
C 3.119 5.179 -29.492 -1.04
C 3.205 3.940 -29.046 0.38
C 4.371 3.519 -28.192 0.58
O 4.632 2.342 -27.948 -0.62
O 2.297 3.030 -29.361 -0.57
O 5.977 6.845 -27.756 -0.57
H 6.027 4.416 -27.036 0.47
H 2.334 5.455 -30.182 0.51
H 2.471 2.183 -28.917 0.33
H 5.835 7.617 -28.365 0.08
C 4.158 14.083 -34.122 -0.85
C 4.918 14.922 -34.805 0.64
C 5.106 16.366 -34.425 0.58
O 5.683 17.140 -35.124 -0.59
C 4.492 16.718 -33.143 -0.75
C 3.719 15.882 -32.461 0.18
C 3.414 14.487 -32.932 1.04
O 2.660 13.755 -32.342 -0.61
O 3.134 16.295 -31.349 -0.61
O 5.535 14.509 -35.931 -0.57
H 3.960 13.083 -34.489 0.40
H 4.623 17.746 -32.828 0.42
H 2.392 15.708 -31.122 0.37
H 6.256 15.132 -36.154 0.34
C 10.583 13.036 -35.318 -0.79
C 10.145 12.459 -34.188 0.38
C 10.978 11.500 -33.386 1.05
O 10.690 11.146 -32.323 -0.49
C 12.270 11.194 -34.006 -0.98
C 12.745 11.858 -35.059 0.49
C 11.990 12.967 -35.728 0.40
O 12.413 13.637 -36.619 -0.58
O 13.926 11.546 -35.587 -0.56
O 8.891 12.689 -33.783 -0.46
H 9.906 13.599 -35.946 0.48
H 12.921 10.382 -33.698 0.43
H 14.275 12.192 -36.217 0.35
H 8.865 12.753 -32.785 0.21
C 3.858 12.216 -29.686 0.28
C 3.716 13.111 -28.711 0.43
C 3.155 12.802 -27.356 0.79
O 2.876 13.675 -26.632 -0.61
C 2.909 11.392 -27.114 -0.66
C 2.914 10.513 -28.118 -0.04
C 3.340 10.855 -29.527 0.19
O 3.346 10.071 -30.438 -0.02
O 2.715 9.250 -27.851 -0.56
O 4.044 14.393 -28.905 -0.50
H 4.312 12.538 -30.613 0.17
H 2.830 10.933 -26.133 0.41
H 2.632 8.728 -28.676 0.22
H 3.512 14.922 -28.273 0.39
```

- HOMO level (Ha) = -0.300
- LUMO energy (eV) = -1.555
- total energy (eV) = -119224.2019

***

5.
A molecular structure, C4H6N2O2, computed with ωB97M-V/def2-TZVPD.

The geometry in XYZ format:
```
14
Properties=species:S:1:pos:R:3:mulliken_charge:R:1
C 1.197 -0.513 -0.926 0.16
C 0.446 -0.896 0.388 0.54
C -1.684 -0.050 1.445 -0.35
C -1.138 0.711 0.335 -0.45
H 1.088 2.326 -1.807 0.46
H 2.101 -1.313 -1.098 0.29
H -1.916 -1.090 1.021 0.21
H -2.279 0.384 2.539 0.25
H -1.483 1.706 0.516 0.33
H -1.435 0.637 -0.766 0.33
N 0.978 0.595 -1.602 -0.51
N -0.069 0.116 1.246 -0.34
O 0.185 1.700 -1.234 -0.39
O 0.394 -2.092 0.564 -0.52
```

- HOMO level (Ha) = -0.347
- LUMO energy (eV) = 0.207
- total energy (eV) = -11312.3968

***

6.
A molecular structure, C35H38N4O4PtS3Se, computed with ωB97M-V/def2-TZVPD.

The geometry in XYZ format:
```
86
Properties=species:S:1:pos:R:3:lowdin_spin:R:1
Pt -0.748 1.039 -1.837 1.04
N -6.897 -2.649 -4.991 0.00
C -6.041 -2.136 -4.040 0.00
C -5.110 -2.969 -3.322 0.00
C -4.415 -2.502 -2.206 0.00
C -4.574 -1.180 -1.854 0.00
C -5.335 -0.289 -2.666 0.00
C -6.111 -0.781 -3.673 0.00
S -3.718 -0.539 -0.500 0.01
O -4.691 0.094 0.352 0.01
O -2.730 -1.481 0.025 0.00
N -2.867 0.663 -1.353 0.08
C -3.039 1.972 -1.090 0.01
N -4.137 2.690 -0.790 0.01
C -3.857 3.978 -0.460 0.00
C -2.676 4.665 -0.730 0.01
C -1.644 3.920 -1.262 0.03
N -1.842 2.623 -1.388 0.14
H -7.034 -3.645 -5.084 0.00
H -7.361 -1.994 -5.603 0.00
H -4.951 -4.004 -3.661 0.00
H -3.655 -3.022 -1.672 0.00
H -5.294 0.748 -2.454 0.00
H -6.877 -0.160 -4.144 0.00
H -4.783 4.498 -0.119 0.00
H -2.572 5.754 -0.579 0.00
H -0.699 4.271 -1.639 0.01
O -0.716 -0.940 3.140 0.00
S -0.037 -2.044 3.784 0.00
C 0.585 -3.128 2.346 0.00
C 1.468 -2.423 1.342 0.00
C 0.817 -1.597 0.232 0.01
C 0.070 -2.546 -0.640 0.00
S -0.326 -2.271 -2.396 0.02
O -1.113 -0.971 -2.575 0.08
C 1.229 -1.953 -3.269 0.00
C 1.044 -1.379 -4.523 0.00
C 2.089 -1.072 -5.366 0.00
C 3.350 -1.413 -5.004 0.00
C 3.584 -2.067 -3.783 0.00
C 2.533 -2.341 -2.942 0.00
C 1.381 -1.355 4.709 0.00
C 1.278 -0.098 5.227 0.00
C 2.290 0.325 6.110 0.00
C 3.378 -0.437 6.381 0.00
C 3.421 -1.773 5.842 0.00
C 2.425 -2.215 5.021 0.00
H -0.373 -3.470 1.945 0.00
H 1.124 -3.950 2.847 0.00
H 2.024 -3.196 0.865 0.00
H 2.209 -1.805 1.878 0.00
H 1.603 -1.003 -0.262 0.00
H 0.119 -0.857 0.698 0.00
H -1.037 -2.610 -0.241 0.00
H 0.501 -3.558 -0.572 0.00
H 0.060 -1.066 -4.845 0.00
H 1.914 -0.772 -6.375 0.00
H 4.245 -1.163 -5.550 0.00
H 4.536 -2.383 -3.411 0.00
H 2.758 -2.829 -1.945 0.00
H 0.482 0.531 4.880 0.00
H 2.203 1.354 6.528 0.00
H 4.198 -0.087 6.973 0.00
H 4.320 -2.377 5.954 0.00
H 2.516 -3.194 4.511 0.00
C 3.602 3.487 3.962 0.00
C 3.124 2.830 2.677 0.01
C 1.806 2.396 2.604 0.00
C 1.116 2.036 1.372 0.02
C -0.342 1.875 1.447 0.00
C 1.868 2.178 0.162 0.03
Se 1.167 2.316 -1.698 0.42
C 3.239 2.495 0.207 0.02
C 4.106 2.485 -1.023 0.02
C 3.812 2.834 1.481 0.00
H 3.592 2.798 4.783 0.00
H 2.929 4.310 4.192 0.00
H 4.602 3.875 3.874 0.00
H 1.188 2.465 3.457 0.00
H -0.694 1.502 2.421 0.00
H -0.727 1.206 0.655 0.00
H -0.878 2.794 1.192 0.00
H 3.907 1.730 -1.754 0.01
H 5.220 2.423 -0.727 0.00
H 3.977 3.454 -1.564 0.00
H 4.895 3.086 1.505 0.00
```

- HOMO level (spin up / spin down) (Ha) = -0.221 / -0.277
- ⟨S²⟩ = 2.01
- LUMO energy (spin up / spin down) (eV) = 0.367 / -1.056
- total energy (eV) = -152155.3732
- multiplicity = 3

***

Maximum force, record by record: 0.36 1.23 0.84 7.83 6.77 3.49 eV/A